1.
Formula: C42H53AsBrMnN5O4
Source: OMol25
Level of theory: ωB97M-V/def2-TZVPD

Geometry as XYZ:
```
107
Properties=species:S:1:pos:R:3:forces:R:3
Mn 0.423233 -0.893932 0.982272 -0.31 0.04 1.38
N 0.212896 -0.567984 3.058748 0.06 0.05 -0.20
C 1.460498 -0.923078 3.756756 0.09 0.02 0.01
C 2.597710 -0.831097 2.749757 -0.08 -0.04 -0.09
O 3.755354 -0.809908 3.056032 -0.01 0.02 0.06
O 2.174780 -0.799443 1.492837 0.13 0.17 -0.21
H 0.113688 0.446412 3.032468 -0.02 -0.05 -0.01
H -0.606001 -0.937214 3.531354 0.03 -0.06 -0.10
H 1.405654 -1.952150 4.115276 0.00 0.02 0.00
H 1.669782 -0.277717 4.609407 -0.02 -0.05 0.00
O 0.172920 1.102870 1.020748 -0.07 -0.07 -0.20
As 0.345260 2.633444 0.325490 0.00 -0.04 0.15
C -0.518891 2.820872 -1.372578 0.00 0.05 0.06
C -1.627185 3.661380 -1.469362 0.04 0.01 -0.03
C -2.268943 3.811602 -2.689250 0.00 0.02 -0.01
C -1.804043 3.135442 -3.808639 -0.01 -0.01 0.02
C -0.703328 2.296153 -3.709119 0.02 0.02 0.01
C -0.062510 2.131427 -2.491060 0.04 -0.06 0.02
C 2.173640 3.158670 0.313132 -0.09 -0.10 -0.04
C 2.684220 4.003040 -0.663798 0.00 -0.06 -0.11
C 3.973434 4.497056 -0.520320 0.01 -0.01 0.01
C 4.728335 4.152488 0.591945 0.00 0.01 -0.02
C 4.207626 3.310211 1.567140 0.01 -0.06 0.00
C 2.922659 2.813166 1.434303 0.07 -0.05 -0.07
C -0.497716 3.852590 1.534585 0.03 0.00 -0.03
C -0.369969 5.218276 1.289770 0.02 -0.02 0.03
C -0.913324 6.125766 2.183771 -0.02 -0.01 0.02
C -1.572079 5.671687 3.320334 0.01 0.03 -0.02
C -1.690534 4.312673 3.565872 0.00 -0.04 -0.01
C -1.151195 3.398235 2.670700 -0.06 -0.03 -0.01
H -1.988702 4.203067 -0.605030 0.00 -0.01 0.01
H -3.124605 4.468298 -2.767221 -0.01 0.01 0.00
H -2.300330 3.264014 -4.760734 0.00 0.01 -0.02
H -0.335879 1.776872 -4.583860 -0.01 -0.03 -0.01
H 0.777855 1.455017 -2.417378 0.08 0.00 0.02
H 2.094932 4.265980 -1.535123 -0.01 0.02 0.02
H 4.385424 5.153769 -1.273971 0.00 0.00 -0.01
H 5.729961 4.545067 0.701083 0.02 0.00 0.01
H 4.802414 3.039070 2.428531 0.01 0.00 0.00
H 2.513279 2.150588 2.187536 0.01 0.02 0.01
H 0.155487 5.577663 0.411453 0.01 0.00 0.02
H -0.817873 7.186728 2.000589 0.00 0.02 -0.01
H -1.988755 6.383231 4.019505 -0.01 0.01 0.01
H -2.198463 3.964933 4.454901 -0.01 -0.01 0.02
H -1.240925 2.335203 2.858230 -0.01 -0.01 -0.01
Br -1.116441 -5.736003 3.644534 0.01 0.00 0.02
C 0.054408 -4.904139 2.436812 0.01 0.05 0.01
C 1.076045 -5.604738 1.816161 -0.02 0.02 -0.01
C 1.905873 -4.914420 0.947109 -0.02 0.03 0.01
C 1.677766 -3.571666 0.712562 0.02 -0.05 0.02
N 0.672532 -2.909584 1.298353 -0.07 0.08 -0.14
C -0.110633 -3.558189 2.161391 0.13 -0.09 -0.01
H 1.225246 -6.656337 2.018973 0.00 -0.01 0.01
H 2.734071 -5.408880 0.460710 0.01 -0.01 -0.01
H 2.328762 -2.998699 0.068229 -0.01 0.01 0.04
H -0.889916 -2.983920 2.633977 0.08 -0.01 -0.02
C -1.549881 -3.294215 -1.237471 0.22 0.02 -0.13
C -1.049041 -2.485146 -2.440481 0.15 -0.06 0.11
C -1.597234 -1.058868 -2.433036 -0.01 0.02 0.03
C 0.455974 -2.586440 -2.596684 -0.04 -0.14 -0.22
C 0.941977 -3.557200 -3.434147 -0.10 -0.03 0.02
C 2.310042 -3.693923 -3.664076 -0.02 0.02 0.02
C 3.201598 -2.763670 -3.129121 -0.10 0.01 0.11
C 2.810652 -1.740513 -2.290822 -0.08 -0.13 -0.05
C 3.875994 -0.693748 -2.036665 -0.02 0.07 0.00
C 4.201541 -0.352091 -0.596400 -0.01 0.12 0.04
C 3.563634 0.577381 -2.835620 -0.01 0.04 0.04
C 1.395913 -1.736847 -1.870711 -0.39 -0.08 -0.20
O 0.902867 -1.064523 -0.907927 0.71 0.24 -0.13
H -2.628363 -3.435197 -1.321508 0.68 0.01 -0.18
H -1.348483 -2.764880 -0.305012 0.09 -0.21 -0.26
H -1.088034 -4.280913 -1.195285 0.08 -0.05 -0.05
H -1.442900 -2.972700 -3.335761 -0.01 0.00 0.00
H -1.270654 -0.498688 -1.556192 -0.05 -0.04 -0.11
H -2.688187 -1.093659 -2.428318 -0.04 0.01 -0.04
H -1.291278 -0.513640 -3.326260 0.00 0.01 0.01
H 0.246939 -4.223005 -3.929603 0.00 -0.02 -0.02
H 2.676653 -4.480695 -4.309147 0.01 -0.01 -0.02
H 4.242731 -2.824098 -3.415034 0.02 -0.01 0.00
H 4.780161 -1.122904 -2.471733 -0.02 -0.01 -0.03
H 3.371386 0.150310 -0.115130 -0.03 0.07 0.07
H 5.057494 0.323674 -0.588056 0.04 -0.01 0.04
H 4.456365 -1.229119 -0.003562 0.00 -0.01 0.03
H 2.852196 1.197621 -2.292461 -0.10 0.06 0.03
H 3.168207 0.362289 -3.829253 0.02 -0.01 -0.01
H 4.474406 1.164557 -2.954065 0.00 0.01 0.01
C -4.474681 -2.737340 -0.301969 -0.31 0.05 0.25
N -3.463372 -2.363134 0.675264 -0.44 0.34 0.24
C -3.196798 -3.346851 1.707315 -0.02 -0.06 -0.08
C -2.973619 -1.095644 0.754567 -0.22 0.00 0.07
N -1.716297 -0.843866 1.085649 0.17 0.05 0.20
N -3.848224 -0.084652 0.514802 0.16 -0.19 -0.11
C -3.383424 1.229302 0.121142 0.04 0.07 -0.07
C -5.259221 -0.157761 0.876095 0.01 -0.03 -0.02
H -4.162127 -3.649198 -0.813328 -0.31 0.01 0.16
H -4.588472 -1.952582 -1.043596 0.02 0.01 -0.05
H -5.442068 -2.931774 0.165601 -0.02 0.04 0.01
H -4.130766 -3.856294 1.950125 0.00 -0.02 -0.01
H -2.848393 -2.851459 2.610801 -0.02 0.00 -0.01
H -2.469156 -4.102385 1.402166 -0.06 0.01 -0.08
H -1.661134 0.125559 1.388317 -0.09 0.06 -0.15
H -2.389013 1.151580 -0.307958 0.02 0.03 -0.04
H -3.366603 1.927419 0.966227 0.03 -0.02 -0.01
H -4.049509 1.633571 -0.642496 -0.02 0.01 0.02
H -5.440375 -1.003289 1.531971 -0.01 -0.05 0.01
H -5.902727 -0.237331 -0.000793 -0.01 0.00 -0.02
H -5.524199 0.753169 1.413728 0.00 -0.01 0.01
```
Forces are in eV/Å.

Results
2S+1: 4
Kohn-Sham gap (alpha / beta): 0.3129 / 0.2484 Eh
net charge: +2
total energy: -8167.30325 Eh

2.
Formula: C42H53FeN6O4Si2
Source: OMol25
Level of theory: ωB97M-V/def2-TZVPD

Geometry as XYZ:
```
108
Properties=species:S:1:pos:R:3:forces:R:3
Fe 0.314093 -0.905838 0.055776 -1.25 -0.76 -0.10
O 0.759811 1.587865 6.305966 0.05 0.01 -0.05
C 0.369226 0.243117 6.139710 -0.04 0.00 0.09
C 0.305284 -0.081404 4.676544 -0.20 -0.53 0.10
C -0.155308 -1.334243 4.254250 0.20 0.47 0.21
C -0.167626 -1.613292 2.910069 0.01 -0.28 -0.16
N 0.226770 -0.748681 1.968495 0.17 1.00 0.90
C 0.571371 0.501382 2.358115 -0.37 -1.02 1.31
C 0.656019 0.834455 3.715581 0.01 0.38 -0.60
C 0.801906 1.434347 1.284499 0.27 1.26 -1.11
C 1.373795 2.694611 1.483944 -0.22 -0.60 0.38
C 1.632396 3.522865 0.418340 -0.03 0.12 -0.56
C 2.235053 4.894971 0.595918 -0.01 0.10 0.08
O 3.346852 4.935094 1.469803 0.00 -0.17 -0.02
C 1.283201 3.054996 -0.849703 0.14 0.31 0.45
C 0.687098 1.824471 -0.975464 -0.42 -0.20 -0.16
N 0.433780 1.010249 0.052369 0.62 1.04 0.96
H 0.861499 1.775082 7.243092 -0.02 0.01 0.02
H -0.617240 0.055202 6.579983 0.01 0.01 -0.01
H 1.081206 -0.439154 6.619604 -0.02 -0.01 -0.02
H -0.501694 -2.064957 4.972576 0.00 -0.07 -0.06
H -0.505028 -2.581285 2.565129 -0.01 0.01 -0.09
H 0.953131 1.825636 4.022870 -0.02 -0.01 0.01
H 1.632584 2.995328 2.490588 0.01 0.01 -0.02
H 1.446814 5.580780 0.931532 0.02 -0.02 -0.04
H 2.598989 5.258960 -0.363859 -0.03 -0.01 0.00
H 3.067776 4.722586 2.364979 -0.03 0.11 0.03
H 1.479112 3.665316 -1.720527 -0.07 -0.06 -0.08
H 0.379721 1.470162 -1.948574 -0.04 0.00 -0.02
C -2.750281 1.552623 -3.123759 0.05 0.13 -0.04
Si -3.041862 2.463283 -1.491191 -0.37 -0.66 0.99
C -4.880884 2.957201 -1.560743 0.24 0.17 -0.33
C -2.074258 4.088113 -1.509837 -0.12 -0.05 -0.13
C -2.619410 1.385092 -0.029458 0.74 0.40 0.01
C -2.746613 -0.063556 -0.147785 -0.60 0.71 0.08
C -4.074724 -0.536661 -0.376798 0.12 -0.67 -0.24
C -4.420120 -1.858202 -0.273507 -0.13 0.23 -0.07
C -3.418388 -2.764853 0.061998 0.14 -0.12 -0.02
C -2.142611 -2.285313 0.198600 -0.36 0.01 0.02
N -1.753826 -0.989365 0.065127 -0.50 -0.49 0.03
Si -3.227248 1.949232 1.644919 0.03 -0.32 -1.01
C -5.084240 2.360954 1.664971 0.22 0.11 0.31
C -3.086989 0.510893 2.865122 0.06 0.21 0.13
C -2.343150 3.484189 2.301227 -0.24 -0.13 0.20
H -3.175036 2.126855 -3.951867 -0.02 -0.02 0.01
H -3.221874 0.566505 -3.125915 -0.03 -0.01 0.03
H -1.689314 1.424801 -3.337079 0.17 -0.07 -0.01
H -5.114908 3.368536 -2.548643 -0.03 0.02 0.02
H -5.126146 3.723120 -0.823750 0.01 -0.02 -0.06
H -5.547465 2.109140 -1.395470 0.00 0.00 0.03
H -2.650587 4.863565 -2.021463 0.02 0.01 0.00
H -1.127104 3.984640 -2.040246 0.08 -0.01 0.00
H -1.857417 4.438714 -0.499988 0.00 -0.03 0.01
H -4.832641 0.201746 -0.588785 0.05 0.07 -0.01
H -5.443710 -2.184519 -0.413834 0.00 0.03 0.01
H -3.624135 -3.818234 0.194182 0.06 0.00 0.03
H -1.370380 -2.994573 0.428799 0.01 0.00 0.11
H -5.679985 1.559556 1.223711 0.02 -0.01 -0.03
H -5.316167 3.286040 1.136885 0.00 -0.05 0.06
H -5.416659 2.483254 2.701277 -0.03 0.00 -0.01
H -3.661227 -0.350754 2.515530 -0.01 0.01 -0.03
H -3.479231 0.795010 3.845654 -0.01 0.00 0.00
H -2.056427 0.191160 3.001665 0.08 -0.04 0.01
H -2.484277 4.343153 1.642778 -0.02 -0.02 -0.02
H -1.275081 3.316234 2.414884 0.19 -0.03 -0.01
H -2.749855 3.750708 3.281991 0.02 0.05 -0.01
O 2.343753 -0.773134 -6.404073 0.03 -0.01 0.06
C 0.979514 -0.966647 -6.100317 0.03 0.00 -0.14
C 0.801101 -1.028985 -4.613701 -0.66 -0.08 -0.16
C -0.465426 -1.282452 -4.080158 0.55 0.16 -0.19
C -0.626958 -1.229542 -2.716209 -0.44 0.10 0.17
N 0.369927 -0.993139 -1.859214 0.92 -0.14 -1.06
C 1.619162 -0.849092 -2.361415 -1.26 -0.13 -1.23
C 1.841830 -0.818405 -3.741579 0.50 0.08 0.68
C 2.664683 -0.749378 -1.371733 1.36 0.10 1.00
C 4.025393 -0.678716 -1.686596 -0.69 -0.05 -0.38
C 4.979182 -0.621218 -0.695014 0.13 0.08 0.56
C 6.452442 -0.566194 -1.023617 0.08 -0.02 -0.10
O 6.818419 0.567420 -1.785789 -0.14 0.03 0.07
C 4.528300 -0.613061 0.625201 0.25 0.01 -0.41
C 3.176314 -0.688461 0.871601 -0.22 -0.03 0.19
N 2.250591 -0.779046 -0.084941 0.96 0.10 -0.71
H 2.455300 -0.764483 -7.358568 0.01 0.02 -0.02
H 0.598884 -1.892856 -6.546055 -0.01 0.00 0.04
H 0.365791 -0.141660 -6.482601 0.01 -0.02 0.01
H -1.310012 -1.478042 -4.726343 -0.07 0.02 0.06
H -1.604196 -1.377465 -2.276433 0.00 0.07 0.03
H 2.828277 -0.617732 -4.132356 -0.03 -0.08 -0.06
H 4.313652 -0.689259 -2.730107 0.07 -0.01 0.03
H 6.737830 -1.493692 -1.535423 -0.01 0.01 0.02
H 7.031874 -0.502727 -0.104316 -0.01 -0.03 0.00
H 6.338846 0.570348 -2.620003 0.07 -0.02 -0.04
H 5.229876 -0.550301 1.445551 -0.03 0.02 0.04
H 2.809415 -0.674787 1.890072 -0.01 -0.03 0.00
C 2.042331 -7.060030 0.044195 0.04 0.01 -0.03
C 1.639102 -5.619207 0.041132 -0.10 0.12 -0.01
C 1.990941 -4.742334 1.059341 0.02 -0.07 0.00
C 1.546403 -3.434741 1.030631 -0.09 0.04 -0.04
N 0.752571 -2.930483 0.076089 0.17 -0.71 -0.01
C 0.437285 -3.775544 -0.921238 0.00 -0.01 0.05
C 0.856995 -5.086727 -0.981604 0.04 -0.07 0.06
H 2.535829 -7.331210 0.974921 0.02 -0.02 -0.02
H 2.719556 -7.271031 -0.784959 0.02 0.00 0.02
H 1.165515 -7.694848 -0.085628 0.01 -0.02 0.02
H 2.601617 -5.074771 1.888677 0.01 0.01 0.00
H 1.827259 -2.758947 1.823640 0.01 0.01 0.04
H -0.208035 -3.390599 -1.694676 -0.04 0.02 -0.01
H 0.552547 -5.703760 -1.817184 -0.03 0.02 0.00
```
Forces are in eV/Å.

Results
relative energy (zero: lowest compared OMol25 entry of this formula, charge and spin): 103.01 kJ/mol
Kohn-Sham gap: 0.1580 Eh
net charge: +1
total energy: -4104.33503 Eh